C49H57BIN11PS3ScSe as an isolated structure. Source: OMol25; level of theory: ωB97M-V/def2-TZVPD.

The geometry in XYZ format:
```
125
Properties=species:S:1:pos:R:3:forces:R:3:mulliken_charge:R:1
Sc 0.872036 0.276138 0.132562 -0.470 0.246 0.122 -0.49
C -1.998745 -5.749451 2.106934 0.052 -0.066 -0.066 -2.34
C -1.555193 -4.571888 1.243468 -0.040 0.089 0.084 1.34
C -0.045161 -4.640665 1.057006 -0.037 -0.012 -0.032 -0.97
C -2.303477 -4.632488 -0.086552 0.016 -0.062 -0.019 -1.38
N -1.903566 -3.291667 1.947420 0.012 0.020 0.000 0.64
C -2.564929 -3.248040 3.158679 -0.072 0.126 0.060 -0.45
C -2.825688 -1.954633 3.426392 -0.008 -0.181 0.058 -1.55
N -2.327697 -1.194160 2.393658 -0.003 0.064 -0.002 0.72
B -2.647130 0.322842 2.369290 -0.156 -0.094 -0.053 0.71
N -2.909108 0.843246 0.920195 -0.061 0.282 0.095 0.49
C -4.115130 0.542819 0.330165 0.016 -0.050 -0.178 -1.37
C -4.244399 1.312689 -0.765104 -0.062 -0.073 0.097 -0.57
N -3.121611 2.116462 -0.852852 -0.015 0.105 0.188 0.84
C -2.305350 1.789236 0.184463 0.321 -0.110 -0.113 0.28
S -0.682810 2.332548 0.502253 -0.116 0.106 -0.175 -0.44
C -3.126945 3.229449 -1.879960 0.004 -0.147 0.086 1.23
C -1.955773 4.189526 -1.759248 -0.033 -0.012 0.080 -1.84
C -4.412184 4.026871 -1.661156 -0.025 0.058 -0.054 -1.79
C -3.113776 2.565567 -3.252496 0.031 0.035 -0.059 -1.28
N -1.689191 1.176557 3.222288 0.179 -0.042 -0.001 -0.03
C -2.181349 2.225550 3.963836 -0.003 0.064 0.049 -1.53
C -1.174610 2.714617 4.705880 -0.165 0.065 -0.007 -0.45
N -0.042286 1.969473 4.428347 -0.006 -0.256 -0.125 0.90
C -0.379414 1.031055 3.500070 0.018 0.130 0.014 -0.42
S 0.629710 -0.144149 2.750259 0.362 0.067 -0.141 0.04
C 1.161657 2.179237 5.312454 -0.197 -0.009 0.011 1.26
C 0.756064 1.722606 6.713378 0.054 0.004 0.049 -1.77
C 2.419260 1.425352 4.902384 -0.079 -0.049 -0.054 -1.82
C 1.448409 3.680278 5.295281 0.132 0.083 0.065 -1.65
C -1.746225 -2.016976 1.511266 0.180 -0.017 -0.256 -1.28
S -0.988245 -1.541206 0.018812 0.014 0.155 0.070 1.13
H -1.746213 -6.661934 1.569207 0.003 -0.020 0.005 0.43
H -3.074323 -5.759590 2.275896 -0.036 0.014 -0.017 0.52
H -1.480800 -5.780145 3.064783 0.024 0.017 0.031 0.52
H 0.212824 -5.587107 0.583445 0.024 -0.043 -0.024 0.61
H 0.471603 -4.580731 2.015077 0.001 0.013 0.049 0.47
H 0.288506 -3.826358 0.423829 -0.016 -0.020 -0.014 -0.33
H -2.067215 -5.577777 -0.574565 -0.009 -0.026 -0.029 0.51
H -2.029229 -3.822266 -0.757166 0.024 0.038 -0.017 0.05
H -3.380177 -4.600707 0.079646 -0.033 0.010 0.022 0.42
H -2.810244 -4.129050 3.714663 -0.019 -0.009 0.055 0.63
H -3.345254 -1.507730 4.251281 -0.043 0.031 0.081 0.72
H -3.716087 0.421506 2.913474 0.022 0.002 0.020 -0.19
H -4.776631 -0.190663 0.749942 -0.084 -0.041 0.035 0.74
H -5.044444 1.379660 -1.476857 -0.033 -0.037 0.029 0.64
H -1.941877 4.703652 -0.800757 -0.010 -0.002 0.072 0.41
H -2.086676 4.935635 -2.544791 0.027 0.009 0.034 0.61
H -1.002918 3.700467 -1.909906 0.021 -0.038 0.007 0.10
H -4.434517 4.459577 -0.661287 0.004 0.005 0.028 0.38
H -5.309185 3.427971 -1.800727 -0.024 0.017 -0.018 0.41
H -4.446340 4.839284 -2.385432 -0.002 0.032 -0.010 0.48
H -2.243191 1.918161 -3.361465 -0.050 0.079 0.011 0.15
H -3.064826 3.333773 -4.023876 -0.017 0.010 -0.007 0.60
H -4.012452 1.975506 -3.434272 -0.007 -0.040 0.022 0.39
H -3.212904 2.516023 3.907129 -0.066 0.037 0.016 0.74
H -1.170039 3.506958 5.428839 -0.074 0.001 -0.031 0.62
H 0.541355 0.654014 6.720308 -0.009 -0.018 -0.007 0.36
H -0.119712 2.256812 7.077508 -0.016 0.006 0.017 0.40
H 1.574948 1.911611 7.405864 0.037 -0.006 0.034 0.46
H 2.318164 0.351184 5.024060 -0.075 -0.082 0.022 0.53
H 3.210741 1.775982 5.568347 0.005 -0.059 -0.028 0.57
H 2.715382 1.613250 3.876820 0.002 0.020 -0.060 0.10
H 0.687735 4.260772 5.813926 0.026 0.006 -0.008 0.43
H 1.522032 4.053571 4.273457 -0.029 -0.003 0.014 0.31
H 2.394233 3.864546 5.802569 0.010 0.041 0.018 0.47
N 1.439311 1.987961 -1.794337 0.273 -0.235 0.146 0.25
C 0.777220 2.096696 -3.066452 0.003 0.084 0.036 -0.91
C 0.693414 3.313727 -3.736535 0.052 -0.088 -0.009 -0.02
C 0.087838 3.373311 -4.978126 -0.027 -0.036 -0.045 -0.75
C -0.429178 2.220674 -5.563563 0.069 0.034 0.021 -0.91
C -0.351278 1.015400 -4.892663 0.041 -0.007 0.003 -0.86
C 0.244811 0.947315 -3.630483 -0.004 -0.010 -0.094 -0.20
P 0.371555 -0.595108 -2.692126 0.073 -0.171 0.136 2.75
C -1.112897 -1.481578 -3.254029 0.006 0.068 -0.072 0.55
C -2.340143 -0.955842 -2.844898 -0.017 -0.017 0.036 1.03
C -3.523183 -1.507527 -3.298100 0.010 -0.056 -0.029 -1.19
C -3.496759 -2.599146 -4.159903 0.018 0.035 0.036 -0.99
C -2.282938 -3.123260 -4.570802 0.002 0.000 0.010 -0.96
C -1.090976 -2.560956 -4.127917 -0.034 -0.040 -0.039 -1.10
C 1.792716 -1.440642 -3.467257 -0.025 0.039 -0.086 0.77
C 2.724087 -0.718429 -4.210355 0.004 -0.005 -0.010 -1.30
C 3.865242 -1.333615 -4.707493 -0.021 -0.027 0.011 -0.80
C 4.086643 -2.682114 -4.476399 -0.003 -0.017 0.005 -0.82
C 3.150474 -3.420267 -3.763569 0.034 0.021 -0.016 -1.05
C 2.015436 -2.804125 -3.263195 -0.029 -0.036 0.061 -0.49
H 1.450685 2.884536 -1.314883 -0.082 -0.067 -0.040 0.56
H 2.414586 1.730683 -1.953620 -0.101 0.135 -0.072 -0.02
H 1.111958 4.205710 -3.287541 0.011 0.031 0.013 0.57
H 0.026522 4.319222 -5.498124 -0.002 0.027 -0.021 0.44
H -0.893609 2.265730 -6.538162 -0.015 0.017 -0.034 0.47
H -0.769507 0.122679 -5.339632 0.003 -0.033 0.009 0.48
H -2.374849 -0.113929 -2.162415 0.056 -0.042 -0.034 0.08
H -4.468068 -1.090876 -2.976669 -0.040 0.005 0.011 0.50
H -4.420668 -3.033806 -4.513030 -0.048 -0.021 -0.015 0.43
H -2.256696 -3.964948 -5.248543 0.000 -0.020 -0.027 0.46
H -0.154660 -2.964150 -4.487718 -0.010 0.014 -0.015 0.57
H 2.560248 0.330751 -4.419797 -0.008 0.030 0.002 0.37
H 4.571121 -0.759052 -5.290553 0.038 0.025 -0.022 0.49
H 4.971437 -3.162924 -4.868913 0.027 -0.016 -0.016 0.45
H 3.299104 -4.480885 -3.611937 0.002 -0.027 0.002 0.49
H 1.280262 -3.407422 -2.740163 0.005 0.038 0.038 0.83
I 4.527294 0.371262 -1.310632 0.121 -0.108 -0.144 0.24
C 4.048788 1.700072 0.226448 0.062 0.280 -0.043 0.04
C 5.083040 2.459258 0.752641 -0.082 -0.011 -0.051 -0.91
C 4.785314 3.372527 1.748218 -0.025 -0.001 -0.004 -0.74
C 3.473645 3.486067 2.178625 0.018 -0.028 -0.097 -0.82
C 2.513651 2.677127 1.602349 0.004 0.114 -0.042 -0.56
N 2.781292 1.798793 0.621797 -0.127 -0.194 0.217 1.29
H 6.089193 2.339081 0.381233 0.031 -0.006 -0.010 0.54
H 5.566900 3.987154 2.173043 0.019 0.018 0.019 0.48
H 3.191874 4.181503 2.954654 0.041 0.021 -0.016 0.53
H 1.484951 2.726859 1.942554 0.008 -0.036 -0.049 0.53
Se 5.149305 -0.693733 3.250404 -0.147 -0.335 -0.255 0.28
N 5.285208 -2.354589 2.640241 0.021 0.132 0.011 -0.85
C 4.332900 -2.506018 1.741262 0.248 -0.217 0.140 0.69
C 4.134114 -3.698499 0.973617 0.010 0.117 0.051 -0.94
C 3.126833 -3.692086 0.074483 -0.136 0.253 0.046 -1.25
C 2.291976 -2.534302 -0.047896 0.082 -0.248 -0.082 0.04
N 2.427488 -1.417770 0.610980 0.195 0.163 0.224 1.70
C 3.481528 -1.369460 1.524531 -0.200 0.133 -0.176 -0.26
N 3.763369 -0.294271 2.220725 0.023 -0.145 0.190 0.04
H 4.782714 -4.549119 1.123862 0.047 -0.027 0.028 0.56
H 2.907249 -4.544753 -0.550167 0.004 -0.040 -0.013 0.63
H 1.452701 -2.581549 -0.731408 0.098 0.073 0.029 0.17
```
Forces are in eV/Å.

The value obtained for the relative energy (zero: lowest compared OMol25 entry of this formula, charge and spin) is 46.3 kJ/mol. Its charge is +2. The value obtained for the calculated total energy is -204744.590 eV. For the highest occupied orbital energy, the calculation gives -12.4 eV. As for the LUMO energy: -5.737 eV. The spin multiplicity is 1.